C4H6AsCa3F6NO6 as an isolated structure, computed with the ωB97M-V functional and the def2-TZVPD basis.

As for the total charge: +4. The calculation puts the orbital gap at 1.865 eV. As for the total energy: -150428.6672 eV. The spin multiplicity is 1.

Each line ends with the Mulliken charge.
Positions of all 27 atoms, in Å:
Ca1 -6.684 -4.718 1.744  1.97
Ca2 -6.598 2.261 3.106  1.84
Ca3 1.519 -0.424 4.506  2.00
As1 -0.698 -6.795 3.699  1.97
F1 -0.980 -7.099 5.395  -0.43
F2 1.005 -7.393 3.898  -0.47
F3 -0.523 -6.445 1.922  -0.47
F4 -2.484 -6.289 3.528  -0.58
F5 -0.219 -5.082 3.957  -0.53
F6 -1.133 -8.519 3.182  -0.48
N1 -3.079 -1.052 0.827  1.01
O1 -3.739 -0.022 0.969  -0.66
O2 -1.946 -1.108 1.143  -0.55
O3 -3.710 -2.013 0.360  -0.60
C1 2.811 4.406 -4.554  -1.30
C2 2.698 4.584 -2.991  0.49
C3 1.263 4.575 -2.497  -0.50
O4 1.113 3.674 -1.411  -0.33
C4 2.406 3.167 -1.224  0.63
O5 2.659 2.375 -0.285  -0.62
O6 3.257 3.562 -2.227  -0.31
H1 3.769 4.558 -5.052  0.37
H2 2.115 5.039 -5.105  0.33
H3 2.745 3.340 -4.772  0.36
H4 3.087 5.546 -2.659  0.28
H5 0.423 4.274 -3.124  0.28
H6 0.923 5.598 -2.335  0.33